Record 1
Computed, not measured: a structure of composition C47H120F8FeN2O23S4 in a non-equilibrium geometry, with the ωB97M-V functional and the def2-TZVPD basis.

The geometry in ORCA input format:
```
! wB97M-V def2-TZVPD RIJCOSX def2/J DEFGRID3
* xyz 0 5
Fe -0.134 0.929 -4.736
S 1.929 -0.697 -0.037
S -4.079 -1.013 -7.303
S 0.502 -2.553 -1.177
S -3.206 0.543 -8.849
F 0.943 1.819 0.294
F -1.559 -1.317 0.167
F -4.108 -1.226 -5.696
F 2.960 1.516 1.197
F 2.773 1.748 -0.900
F -1.631 0.754 -9.180
F -1.976 -3.412 -0.464
F -0.728 -3.103 1.267
O -10.640 -5.250 -5.308
O 7.645 7.746 -0.027
O -1.434 -11.809 1.997
O 1.368 -1.108 1.282
O 3.666 -0.599 -6.807
O 1.999 -8.658 4.880
O 1.034 -4.523 -9.896
O -0.006 -3.024 -2.482
O -3.284 3.274 -2.444
O -9.962 0.581 4.144
O -6.350 5.075 4.394
O 2.464 0.588 10.273
O -3.838 -2.376 -7.791
O -5.403 -0.433 -7.393
O 3.175 9.765 6.948
O 1.704 8.689 -1.364
O 10.538 -1.374 4.825
O 3.299 -1.106 -0.431
O 1.498 5.068 -5.838
O -3.569 -0.346 -9.967
O -3.639 1.949 -8.828
O -4.779 -9.133 6.281
O 1.491 -3.436 -0.574
N 0.880 -0.804 -1.285
N -2.851 -0.112 -7.244
C 10.340 0.095 3.040
C -8.339 -0.943 3.274
C -3.975 4.612 4.769
C 1.634 8.057 7.342
C 2.729 1.194 7.916
C 5.501 0.024 -8.192
C 0.989 9.841 -1.021
C 3.142 8.404 7.293
C 8.918 7.219 -0.361
C 5.601 -1.916 -6.605
C -4.455 3.936 -2.796
C 3.964 7.609 6.240
C -9.855 -0.532 3.351
C -1.078 -2.582 0.066
C -5.772 3.374 -2.000
C 2.134 1.241 0.161
C 3.396 6.247 -6.689
C -1.778 -10.776 -0.205
C 8.984 6.715 -1.794
C 0.797 9.898 0.509
C -9.582 -7.056 -4.095
C 3.982 2.244 9.860
C 5.061 -0.509 -6.784
C 4.274 -8.724 4.141
C -9.474 -5.579 -4.534
C -6.172 -7.858 4.871
C -4.317 5.422 -2.591
C 1.060 -5.515 -10.870
C -5.295 6.426 5.987
C -6.131 -8.897 5.953
C 8.359 -0.483 4.450
C 0.240 -12.179 0.216
C 0.991 6.767 -7.308
C 2.440 -5.309 -11.612
C -1.218 -11.967 0.586
C 2.020 5.685 -7.032
C -5.116 5.696 4.645
C 3.302 -6.654 4.971
C 3.438 0.982 9.313
C -10.786 -1.618 3.741
C 9.624 -0.989 3.813
C -0.071 -5.111 -11.801
C -6.892 -8.396 7.213
C 1.763 11.126 -1.500
C 9.258 6.091 0.647
C -9.566 -4.617 -3.390
C 2.981 -7.923 4.210
H -6.938 5.829 4.306
H -4.057 5.636 -1.554
H -10.178 -0.240 2.352
H 3.685 7.811 5.206
H 0.755 -12.907 0.843
H -4.109 4.084 5.713
H -9.675 -7.729 -4.947
H 3.260 -5.477 -10.914
H 11.263 -1.838 4.401
H 3.518 8.326 8.313
H 5.010 -8.190 3.540
H 2.548 -7.566 3.276
H 5.607 -2.484 -7.535
H 2.431 -5.984 -12.467
H -7.822 -0.853 4.230
H 1.244 7.378 -8.173
H 5.044 7.689 6.367
H -10.466 -4.661 -2.776
H 9.934 6.254 -2.067
H 4.099 5.414 -6.662
H 4.931 0.912 -8.466
H -10.455 -7.247 -3.471
H -4.374 -9.651 5.581
H 6.593 -1.827 -6.162
H -6.066 7.193 6.071
H -11.834 -1.317 3.729
H -8.123 -1.951 2.920
H 8.613 0.398 5.040
H -3.454 5.730 -3.181
H 1.428 5.795 -5.214
H -6.717 -9.015 8.093
H 9.706 7.967 -0.277
H -10.766 -2.455 3.043
H 2.616 8.811 -1.092
H -4.647 3.658 -3.832
H 1.951 -0.143 9.921
H 2.300 0.238 7.615
H 9.396 -1.829 3.157
H 2.705 11.322 -0.987
H 4.157 -9.712 3.693
H 1.180 8.224 6.365
H -5.406 5.766 6.847
H 1.733 10.135 1.015
H 1.140 8.750 8.023
H 3.937 -5.972 4.406
H 9.717 0.537 2.262
H 2.146 -8.569 5.825
H 0.542 8.897 0.856
H -5.833 3.826 -1.010
H 1.006 -6.515 -10.439
H -1.715 -10.941 -1.281
H -6.000 -8.317 3.898
H -4.964 6.418 3.843
H 2.446 -5.991 5.091
H 8.543 5.269 0.656
H 2.118 5.038 -7.903
H 3.833 6.551 6.470
H -3.157 3.378 -1.498
H 4.795 2.656 9.261
H 0.309 -4.664 -9.282
H 3.839 6.880 -7.457
H 10.623 0.849 3.775
H -8.678 -4.621 -2.758
H 1.458 7.030 7.662
H 7.543 -0.315 3.747
H -1.709 -12.911 0.349
H 0.009 6.344 -7.522
H -4.377 6.967 6.216
H 5.026 -2.498 -5.884
H -9.572 -3.617 -3.823
H -6.704 3.656 -2.491
H 4.347 2.057 10.869
H -4.058 3.854 3.991
H 4.203 0.209 9.235
H 3.347 1.555 7.094
H 5.402 0.163 -5.996
H -6.537 -7.410 7.510
H 10.186 5.555 0.447
H 3.683 -6.731 5.989
H 0.391 -12.468 -0.824
H 2.694 10.301 7.583
H 1.855 11.057 -2.584
H -0.742 -11.201 2.269
H -8.617 -5.505 -5.203
H 9.274 6.470 1.668
H -7.165 -7.421 4.761
H -6.619 -9.810 5.612
H -7.836 -0.327 2.529
H -0.073 -5.749 -12.685
H 7.653 8.271 0.776
H -5.527 -6.993 5.026
H -2.994 5.085 4.728
H 0.002 9.852 -1.485
H 8.868 7.543 -2.492
H -9.225 1.147 3.902
H -8.709 -7.360 -3.519
H 3.475 6.697 -5.699
H 11.286 -0.269 2.641
H -10.547 -1.950 4.752
H 0.038 -4.109 -12.217
H 2.528 -4.294 -12.000
H 1.869 1.859 7.987
H 7.883 -1.209 5.108
H 1.214 12.046 -1.303
H -1.049 -5.301 -11.360
H -5.786 2.287 -1.929
H -2.827 -10.629 0.056
H -0.015 10.537 0.856
H 3.508 -1.231 -7.513
H -1.249 -9.852 0.027
H 6.545 0.337 -8.180
H 5.363 -0.695 -9.000
H -11.415 -5.320 -4.747
H 4.714 -8.898 5.123
H 8.211 5.989 -2.044
H 3.230 3.033 9.885
H -5.170 6.028 -2.895
H -7.975 -8.327 7.109
H 0.800 -11.255 0.363
H 0.888 7.371 -6.406
*
```

Computed properties:
Gap between HOMO and LUMO (alpha / beta): 5.33 / 2.69 eV
E_tot: -200208.6357 eV

Record 2
Computed, not measured: a cluster of 15 separate species, C47H134N10O15 in total in a non-equilibrium geometry, with the ωB97M-V functional and the def2-TZVPD basis.

The geometry in ORCA input format:
```
! wB97M-V def2-TZVPD RIJCOSX def2/J DEFGRID3
* xyz 0 1
O -1.179 -7.480 1.170
O 1.740 3.290 6.367
O -3.081 5.684 -3.956
O 0.152 -0.663 -2.930
O 0.240 -1.285 3.581
O 0.124 0.225 -0.419
O -7.422 1.890 -2.706
O -2.848 3.104 2.123
O -4.625 -3.038 1.760
O 5.532 -0.136 0.900
O 5.237 3.988 5.700
O 3.396 -4.964 -1.673
O 0.476 6.715 -0.281
O 1.227 0.681 -5.076
O 4.216 3.156 -2.387
N -4.264 0.275 -3.777
N 6.907 4.144 3.355
N -7.870 -4.092 0.351
N -1.164 5.264 2.772
N -2.976 2.924 -4.725
N -1.113 -5.897 3.536
N 3.728 -5.882 1.104
N -1.453 1.675 -7.592
N -1.925 -2.736 4.834
N 5.426 -3.665 -0.412
C -5.558 0.350 -3.103
C 4.789 5.117 6.504
C -0.973 -7.969 -0.143
C 5.105 4.601 1.909
C 4.992 -2.328 -0.121
C -3.836 -1.797 1.805
C -0.846 -1.629 -3.130
C -6.188 1.797 -3.416
C 1.774 2.191 5.459
C -1.929 -6.244 1.240
C -0.116 5.563 1.847
C 5.957 0.616 -0.301
C 3.533 -2.339 0.331
C 0.501 1.587 -5.937
C -0.624 6.173 0.491
C -2.559 6.996 -4.120
C 0.773 4.325 1.645
C -0.653 0.818 -6.669
C 0.205 7.043 -1.617
C 2.292 1.328 -4.429
C -1.427 2.511 -2.743
C 3.535 -6.686 -0.051
C -0.985 -2.492 -1.909
C 3.567 4.061 -1.513
C 2.662 1.100 5.951
C -2.126 4.835 -3.389
C -0.204 -0.338 -7.520
C -2.573 3.334 -3.375
C 2.787 -8.023 0.390
C -1.270 -5.231 2.192
C 5.902 -1.566 0.886
C 2.633 -5.983 -1.103
C 0.139 -4.856 1.715
C -5.359 0.044 -1.612
C -0.058 -1.118 4.985
C -6.578 -4.197 1.033
C 0.995 -0.214 3.007
C -2.385 1.776 1.939
C 0.124 -3.571 5.647
C 1.319 0.994 -0.563
C -5.863 -5.309 0.316
C 4.655 3.918 4.369
C -5.829 -2.867 1.044
C -0.759 -2.355 5.588
C 2.748 -4.358 -2.747
C 5.576 4.646 3.365
C -8.008 3.200 -2.700
H -2.978 -6.447 1.455
H 1.714 4.608 1.173
H -6.795 -4.504 2.056
H 4.739 -4.017 -1.063
H 0.916 3.785 2.581
H 2.783 -5.096 -3.548
H 5.092 -1.865 -1.102
H 5.123 3.584 1.519
H 4.054 4.868 1.800
H -1.658 7.016 -4.734
H -3.756 3.537 -4.916
H -6.219 -0.415 -3.511
H -1.635 -3.358 -2.038
H -0.814 2.369 -7.953
H 0.069 2.434 -5.404
H -2.690 1.098 2.736
H -2.035 -6.269 3.714
H -5.620 -2.553 0.022
H -1.630 4.398 2.542
H -1.337 0.416 -5.922
H -1.820 -4.294 2.277
H 3.265 -1.283 0.353
H 0.843 -0.896 5.558
H 5.075 4.991 7.548
H 5.885 1.666 -0.021
H 0.731 1.898 5.337
H 0.021 -0.279 -1.230
H 0.517 -0.019 -8.271
H 3.357 -2.883 1.259
H 4.589 3.667 -3.108
H -0.421 -8.907 -0.090
H -5.457 2.547 -3.114
H 2.806 4.691 -1.974
H 2.612 -8.757 -0.397
H 5.299 0.377 -1.137
H -0.502 -2.070 -4.065
H -1.975 -5.739 0.276
H -6.313 0.196 -1.108
H -6.202 2.045 -4.478
H 6.761 3.160 3.180
H -2.863 1.364 1.050
H 0.827 7.818 -2.065
H -0.810 7.433 -1.697
H 0.947 3.793 6.169
H 3.654 1.524 6.110
H 2.307 -6.686 -1.870
H 2.075 2.182 -3.787
H -3.486 3.310 -2.779
H -1.325 1.672 1.706
H 2.794 0.597 -3.795
H 2.286 0.511 6.787
H 0.499 6.369 2.247
H 1.703 -5.603 -0.681
H 0.290 -1.134 -6.962
H -7.323 3.956 -2.319
H -1.863 5.980 2.634
H -0.974 -1.998 6.595
H 3.707 5.249 6.476
H 6.954 -1.779 0.695
H -1.379 6.921 0.734
H 3.086 1.674 -5.092
H 2.912 -2.802 -0.436
H 1.094 1.857 -1.190
H 1.580 1.353 0.432
H 0.558 -3.685 4.654
H 6.995 0.359 -0.512
H 4.278 4.764 -1.080
H 4.628 2.878 4.045
H -3.802 -0.590 -3.536
H 3.324 -8.544 1.183
H 0.288 6.200 -2.302
H 2.153 0.363 -0.870
H -6.322 -6.263 0.577
H -8.327 -4.940 0.654
H -1.931 -3.743 4.917
H -0.052 -2.880 -1.500
H -5.123 -1.019 -1.581
H -0.240 -7.276 -0.555
H -6.470 -2.142 1.545
H -3.325 1.977 -4.693
H -2.256 7.412 -3.159
H 0.806 -5.705 1.869
H -0.673 -0.218 5.005
H 7.168 4.107 4.330
H 5.681 5.676 3.705
H 1.161 1.903 -6.745
H 2.884 0.326 5.216
H -5.701 -5.107 -0.743
H 0.180 -4.626 0.650
H -4.477 0.213 -4.762
H -1.868 4.988 -2.341
H -1.922 2.302 -6.954
H -1.713 -1.008 -3.358
H -1.385 -1.857 -1.118
H -2.774 -1.911 2.021
H -1.589 1.433 -2.760
H 4.520 -6.235 1.622
H -4.874 -5.417 0.760
H 0.305 -0.112 -3.701
H -3.818 -1.286 0.842
H 5.772 -2.035 1.862
H -0.512 2.755 -3.281
H 0.998 -3.321 6.249
H -8.270 3.565 -3.693
H 5.808 5.205 1.335
H -1.456 -2.559 3.958
H -1.204 5.398 -0.011
H 0.215 3.663 0.984
H 3.205 3.530 -0.632
H -0.545 -6.718 3.385
H -8.349 -3.325 0.800
H 1.762 -3.930 -2.571
H 2.020 2.558 4.463
H -1.163 4.850 -3.899
H 5.337 6.015 6.219
H -3.681 3.078 2.598
H 3.389 -3.542 -3.083
H 1.737 -7.927 0.669
H -1.300 2.737 -1.684
H -4.574 0.582 -1.080
H 4.195 -5.060 0.748
H -8.857 3.309 -2.025
H 2.006 -0.376 3.381
H -4.206 -1.113 2.569
H -1.039 -0.851 -7.997
H -0.314 -4.481 6.056
H 0.613 0.769 3.284
H 0.561 -4.018 2.269
H 0.878 -0.289 1.926
H 6.284 -3.588 -0.940
H 3.615 4.240 4.315
H 4.513 -6.924 -0.469
H -3.306 7.699 -4.488
H -1.847 -8.126 -0.776
*
```

Computed properties:
Gap between HOMO and LUMO: 9.23 eV
E_tot: -96515.6300 eV